The following is a DFT calculation (ωB97M-V with the def2-TZVPD basis set) of C23H34BeCl2N3O3 as an isolated structure.

XYZ file:
```
66
Properties=species:S:1:pos:R:3:forces:R:3
O -0.5990 2.4792 -3.9468 0.6 1.6 -1.3
C -0.0857 3.5140 -4.3412 -0.7 -1.1 0.5
C 0.8225 3.6039 -5.5283 0.0 -0.2 -0.1
C 1.2145 2.4243 -6.1815 0.1 0.4 -0.1
H 0.8565 1.4622 -5.8054 0.1 0.4 -0.1
C 2.0507 2.5081 -7.2929 -0.1 0.2 0.1
H 2.3473 1.5895 -7.7917 0.1 0.2 0.0
C 2.5005 3.7536 -7.7572 -0.3 0.1 0.4
H 3.1708 3.8068 -8.6186 -0.2 0.0 0.3
C 2.0859 4.9291 -7.1092 0.1 -0.2 -0.1
H 2.4210 5.9005 -7.4746 -0.1 -0.3 0.1
C 1.2453 4.8580 -5.9963 0.0 -0.5 0.1
H 0.9017 5.7568 -5.4704 0.2 -0.3 -0.3
H -0.2790 4.4913 -3.8326 0.0 -0.4 -0.1
C 2.8144 2.1019 0.5470 0.9 0.1 0.1
C 1.6338 1.5539 1.2385 -1.9 -0.1 -0.9
H 3.6144 2.4437 1.2264 0.1 0.1 -0.3
H 2.5254 2.9207 -0.1283 0.1 -0.1 0.2
H 3.2338 1.3260 -0.1148 0.0 0.1 0.2
C 1.4649 1.2978 2.5222 0.7 0.2 0.8
C 2.4954 1.4871 3.5930 0.3 0.0 0.2
H 0.5366 0.8582 2.8835 -0.1 0.0 -0.1
H 3.3693 2.0062 3.1899 0.0 0.0 0.2
H 2.8345 0.5254 3.9954 0.1 0.0 0.1
H 2.1108 2.0627 4.4389 0.0 0.1 0.1
Be 0.3031 0.9984 0.1676 1.7 0.3 1.0
Cl 1.1760 -0.6744 -0.4361 0.5 -1.1 -0.8
Cl -0.0453 2.2829 -1.2322 -0.6 0.6 -0.5
C 0.9281 -2.4306 2.4110 -1.3 1.1 -0.6
O -0.1874 -1.9106 2.3054 1.5 -0.9 0.4
N 1.2247 -3.4361 3.2738 0.2 -0.4 0.6
C 0.1880 -3.9360 4.1650 0.2 -0.1 -0.1
C 2.5935 -3.8923 3.5009 -0.4 0.2 -0.2
H 1.7772 -2.1141 1.7688 -0.3 0.0 0.2
H -0.7531 -3.4277 3.9283 0.3 -0.1 0.0
H 0.4668 -3.7511 5.2135 -0.1 0.0 -0.2
H 0.0691 -5.0192 4.0224 0.0 0.2 0.0
H 3.2375 -3.4383 2.7376 -0.1 -0.1 0.2
H 2.6627 -4.9869 3.4247 -0.1 0.2 -0.1
H 2.9608 -3.6042 4.5002 -0.1 0.0 -0.2
H -3.5122 0.8360 3.7121 0.1 0.0 -0.2
H -5.1398 1.5865 1.8835 0.2 0.1 -0.1
C -2.7098 1.3893 3.2133 -0.1 0.1 -0.2
C -4.3245 2.1303 1.3919 0.4 0.0 0.0
N -3.0282 1.5719 1.7821 -0.4 0.0 0.5
H -1.7670 0.8405 3.3176 -0.3 0.2 -0.2
C -2.1210 1.3151 0.8510 2.5 -1.2 0.1
O -1.0012 0.7739 1.1182 -3.0 1.1 -0.3
H -4.4289 2.0401 0.3026 0.0 0.0 0.4
H -2.3543 1.5919 -0.1939 0.0 0.0 0.4
H -2.6203 2.3638 3.7146 0.0 -0.1 -0.2
H -4.3875 3.1931 1.6612 0.0 -0.2 0.0
N -1.5827 -1.6574 -1.1553 0.0 0.7 -0.9
C -1.6995 -2.8111 -0.4488 -0.2 -0.7 0.7
C -2.7136 -2.9517 0.5342 0.5 -0.2 -0.4
C -2.8080 -4.1166 1.2821 0.4 -0.1 -0.2
C -1.9118 -5.1771 1.0652 -0.1 -0.1 -0.1
C -0.9335 -5.0704 0.0603 -0.2 0.3 0.3
C -0.8165 -3.8991 -0.6867 -0.3 0.2 0.2
H -2.2217 -0.9020 -0.9284 0.4 -0.4 0.1
H -0.6258 -1.3297 -1.3759 -0.6 -0.2 0.3
H -3.3564 -2.0890 0.7265 0.1 -0.3 0.0
H -3.5634 -4.1871 2.0641 0.1 0.0 -0.1
H -1.9749 -6.0840 1.6774 0.0 0.3 -0.3
H -0.2462 -5.9062 -0.1166 -0.2 0.4 0.1
H -0.0392 -3.7716 -1.4481 -0.3 -0.1 0.3
```
Forces are in eV/Å.

E_HOMO (eV): -3.4017
HOMO-LUMO gap (eV): 5.9
Energy above the lowest of the compared OMol25 structures with the same formula, charge and spin (eV): 0.000
Net charge: -1